[1]
{
  "formula": "C8H10O",
  "method": "wB97M-V/def2-TZVPD",
  "charge": 0,
  "total_energy_ev": -10502.474,
  "orbital_gap_ev": 10.6,
  "e_lumo_ev": 1.00,
  "e_above_lowest_kcal_mol": 72.2,
  "e_homo_ev": -9.558,
  "symbols": ["C", "C", "C", "C", "C", "C", "C", "C", "H", "H", "H", "H", "H", "H", "H", "H", "H", "H", "O"],
  "positions_angstrom": [[0.9544, -2.9902, 1.3481], [0.6124, -2.2779, 0.4334], [0.1835, -1.4415, -0.6721], [-0.0373, 0.0155, -0.2931], [-1.0943, 0.4521, 0.7548], [-0.3253, 1.7657, 0.6027], [-0.6227, 2.0635, -0.8840], [0.9856, 0.9079, 0.3948], [1.2048, -3.6462, 2.1416], [-0.7565, -1.8155, -1.0918], [0.9644, -1.4956, -1.4464], [-0.9589, -0.0325, 1.7287], [-2.1462, 0.4077, 0.4147], [-0.3961, 2.6191, 1.2878], [-1.6557, 2.3987, -1.0816], [0.0497, 2.7595, -1.3523], [1.3012, 0.4389, 1.3121], [1.8117, 1.2780, -0.2154], [-0.4196, 0.7647, -1.4754]]
}



[2]
{
  "formula": "C27H27N3O3",
  "method": "wB97M-V/def2-TZVPD",
  "charge": 0,
  "total_energy_ev": -39045.058,
  "orbital_gap_ev": 4.7,
  "e_lumo_ev": -1.88,
  "e_above_lowest_kcal_mol": 178.6,
  "e_homo_ev": -6.537,
  "symbols": ["C", "C", "O", "C", "C", "C", "C", "C", "C", "N", "O", "O", "H", "H", "H", "H", "H", "H", "C", "N", "C", "C", "C", "C", "C", "C", "C", "C", "C", "C", "C", "C", "N", "C", "C", "C", "C", "C", "C", "H", "H", "H", "H", "H", "H", "H", "H", "H", "H", "H", "H", "H", "H", "H", "H", "H", "H", "H", "H", "H"],
  "positions_angstrom": [[0.7309, -2.9705, -0.4841], [2.1077, -2.6095, -0.7198], [2.3678, -1.8991, -1.7127], [3.1614, -3.0850, 0.2403], [3.3581, -4.4528, 0.4780], [4.4009, -4.8764, 1.3090], [5.2623, -3.9428, 1.9002], [5.0944, -2.5801, 1.6187], [4.0821, -2.1567, 0.7520], [0.2534, -3.3684, 0.7408], [-0.9865, -3.5907, 0.8987], [1.0425, -3.5048, 1.7145], [-0.0261, -2.7541, -1.2331], [2.6896, -5.1774, 0.0047], [4.5291, -5.9446, 1.4955], [6.0683, -4.2779, 2.5625], [5.7637, -1.8411, 2.0616], [3.9556, -1.1000, 0.4862], [2.0406, 4.6286, -4.3886], [2.3936, 3.8193, -3.2525], [3.7649, 3.4135, -3.0321], [3.6773, 2.4307, -1.8419], [2.2190, 2.3102, -1.5654], [1.5227, 3.1958, -2.4224], [0.1297, 3.3413, -2.3609], [-0.5720, 2.6033, -1.4231], [0.0757, 1.5950, -0.6323], [-0.5640, 0.6883, 0.2462], [-1.9262, 0.5280, 0.5936], [-2.1957, -0.3030, 1.7369], [-3.4749, -0.4455, 2.2129], [-4.5418, 0.1990, 1.5416], [-5.7221, -0.1428, 2.1130], [-7.0276, 0.1913, 1.6090], [-5.5679, -1.0924, 3.1930], [-4.0371, -1.2640, 3.3225], [-4.3304, 0.9928, 0.4053], [-3.0453, 1.1010, -0.0979], [1.5090, 1.4979, -0.7167], [1.0718, 5.1129, -4.2179], [2.8194, 5.3907, -4.5279], [1.9731, 4.0306, -5.3148], [4.1774, 2.9374, -3.9345], [4.3909, 4.2873, -2.7958], [4.1337, 1.4696, -2.1014], [4.2228, 2.8510, -0.9877], [-0.3591, 4.0454, -3.0316], [-1.6262, 2.8075, -1.2897], [0.1179, 0.0337, 0.7927], [-1.3743, -0.8215, 2.2314], [-6.9872, 1.1430, 1.0655], [-7.4187, -0.5841, 0.9272], [-7.7153, 0.2790, 2.4611], [-6.0222, -0.7054, 4.1168], [-6.0656, -2.0427, 2.9443], [-3.7649, -2.3209, 3.2272], [-3.7100, -0.9114, 4.3074], [-5.1821, 1.4802, -0.0651], [-2.8995, 1.6040, -1.0459], [2.0358, 0.7572, -0.1145]]
}



[3]
{
  "formula": "C8H16N2O3S",
  "method": "wB97M-V/def2-TZVPD",
  "charge": 0,
  "total_energy_ev": -28512.947,
  "orbital_gap_ev": 8.9,
  "e_lumo_ev": 0.53,
  "e_above_lowest_kcal_mol": 42.3,
  "e_homo_ev": -8.374,
  "smiles": "CSCC[C@H](NC(=O)[C@H](C)N)C(=O)O",
  "symbols": ["C", "S", "C", "C", "C", "N", "C", "O", "C", "C", "N", "C", "O", "O", "H", "H", "H", "H", "H", "H", "H", "H", "H", "H", "H", "H", "H", "H", "H", "H"],
  "positions_angstrom": [[4.8813, -0.3600, 0.0298], [3.4493, -1.2519, -0.5567], [2.3222, -0.4750, 0.5733], [1.6778, 0.7130, -0.1242], [0.3028, 1.2532, 0.5379], [-0.6714, 0.1642, 0.8096], [-1.2557, -0.4858, -0.2907], [-0.9084, -0.6017, -1.4550], [-2.4816, -1.3957, 0.1255], [-3.3000, -1.6778, -1.1676], [-3.1909, -0.7982, 1.1855], [-0.2182, 2.4820, -0.2589], [0.4424, 3.4106, -0.5782], [-1.5350, 2.4453, -0.5263], [4.5092, 0.7049, 0.0512], [5.2905, -0.6474, 1.0519], [5.6705, -0.4525, -0.7267], [2.6721, -0.3418, 1.5474], [1.4733, -1.1284, 0.6068], [1.3744, 0.3147, -1.0566], [2.2290, 1.6745, -0.1886], [0.6509, 1.7895, 1.3977], [-1.3607, 0.2219, 1.5584], [-2.1174, -2.3270, 0.3143], [-3.5614, -0.5978, -1.6072], [-4.2938, -2.1464, -0.9743], [-2.7358, -2.4050, -1.8632], [-3.6798, 0.0690, 0.8384], [-3.8329, -1.4660, 1.6745], [-1.8025, 3.3155, -0.9280]]
}



[4]
{
  "formula": "C4H14N4O7",
  "method": "wB97M-V/def2-TZVPD",
  "charge": 2,
  "total_energy_ev": -24631.110,
  "orbital_gap_ev": [4.5, 3.5],
  "e_lumo_ev": [-11.59, -12.18],
  "e_above_lowest_kcal_mol": 139.2,
  "e_homo_ev": [-16.047, -15.667],
  "symbols": ["C", "C", "C", "C", "N", "N", "N", "N", "O", "O", "O", "O", "O", "O", "O", "H", "H", "H", "H", "H", "H", "H", "H", "H", "H", "H", "H", "H", "H"],
  "positions_angstrom": [[-1.5348, -1.8181, 0.3312], [-1.7632, 3.3229, -0.7813], [3.2403, -1.7948, -1.6967], [2.4514, 1.6328, 1.9496], [-2.8472, -1.6219, 0.3319], [-0.7118, -0.8033, 0.5008], [-3.8280, -2.5456, 0.1293], [0.7081, -1.0567, 0.5457], [-1.0055, -3.0745, 0.3993], [-2.4946, 2.2886, -0.1370], [2.3986, -1.8029, -0.5944], [1.3820, 1.0910, 1.1987], [-2.2096, 1.0901, -0.4861], [1.2517, -0.9013, -0.7068], [1.2388, -0.2894, 1.5211], [-0.8601, 2.7969, -1.1253], [-1.5515, 3.9984, -0.0397], [-2.5763, 3.9696, -1.2249], [2.9023, -2.2720, -2.5067], [4.2345, -2.3800, -1.3909], [3.4276, -0.8190, -1.8801], [2.6887, 2.4999, 1.4989], [3.3493, 1.0245, 2.2372], [1.9250, 1.7949, 2.8707], [-2.9985, -0.5763, 0.3797], [-1.7475, -3.6677, 0.4893], [-3.6122, -3.4286, 0.5494], [-4.7163, -2.1671, -0.1270], [0.8012, -2.0849, 0.9423]]
}



Which formula does entry 2 have? C27H27N3O3



Repeat the second record exactly.
{
  "formula": "C27H27N3O3",
  "method": "wB97M-V/def2-TZVPD",
  "charge": 0,
  "total_energy_ev": -39045.058,
  "orbital_gap_ev": 4.7,
  "e_lumo_ev": -1.88,
  "e_above_lowest_kcal_mol": 178.6,
  "e_homo_ev": -6.537,
  "symbols": ["C", "C", "O", "C", "C", "C", "C", "C", "C", "N", "O", "O", "H", "H", "H", "H", "H", "H", "C", "N", "C", "C", "C", "C", "C", "C", "C", "C", "C", "C", "C", "C", "N", "C", "C", "C", "C", "C", "C", "H", "H", "H", "H", "H", "H", "H", "H", "H", "H", "H", "H", "H", "H", "H", "H", "H", "H", "H", "H", "H"],
  "positions_angstrom": [[0.7309, -2.9705, -0.4841], [2.1077, -2.6095, -0.7198], [2.3678, -1.8991, -1.7127], [3.1614, -3.0850, 0.2403], [3.3581, -4.4528, 0.4780], [4.4009, -4.8764, 1.3090], [5.2623, -3.9428, 1.9002], [5.0944, -2.5801, 1.6187], [4.0821, -2.1567, 0.7520], [0.2534, -3.3684, 0.7408], [-0.9865, -3.5907, 0.8987], [1.0425, -3.5048, 1.7145], [-0.0261, -2.7541, -1.2331], [2.6896, -5.1774, 0.0047], [4.5291, -5.9446, 1.4955], [6.0683, -4.2779, 2.5625], [5.7637, -1.8411, 2.0616], [3.9556, -1.1000, 0.4862], [2.0406, 4.6286, -4.3886], [2.3936, 3.8193, -3.2525], [3.7649, 3.4135, -3.0321], [3.6773, 2.4307, -1.8419], [2.2190, 2.3102, -1.5654], [1.5227, 3.1958, -2.4224], [0.1297, 3.3413, -2.3609], [-0.5720, 2.6033, -1.4231], [0.0757, 1.5950, -0.6323], [-0.5640, 0.6883, 0.2462], [-1.9262, 0.5280, 0.5936], [-2.1957, -0.3030, 1.7369], [-3.4749, -0.4455, 2.2129], [-4.5418, 0.1990, 1.5416], [-5.7221, -0.1428, 2.1130], [-7.0276, 0.1913, 1.6090], [-5.5679, -1.0924, 3.1930], [-4.0371, -1.2640, 3.3225], [-4.3304, 0.9928, 0.4053], [-3.0453, 1.1010, -0.0979], [1.5090, 1.4979, -0.7167], [1.0718, 5.1129, -4.2179], [2.8194, 5.3907, -4.5279], [1.9731, 4.0306, -5.3148], [4.1774, 2.9374, -3.9345], [4.3909, 4.2873, -2.7958], [4.1337, 1.4696, -2.1014], [4.2228, 2.8510, -0.9877], [-0.3591, 4.0454, -3.0316], [-1.6262, 2.8075, -1.2897], [0.1179, 0.0337, 0.7927], [-1.3743, -0.8215, 2.2314], [-6.9872, 1.1430, 1.0655], [-7.4187, -0.5841, 0.9272], [-7.7153, 0.2790, 2.4611], [-6.0222, -0.7054, 4.1168], [-6.0656, -2.0427, 2.9443], [-3.7649, -2.3209, 3.2272], [-3.7100, -0.9114, 4.3074], [-5.1821, 1.4802, -0.0651], [-2.8995, 1.6040, -1.0459], [2.0358, 0.7572, -0.1145]]
}